Formula: C27H42Cl6O12
Source: the OMol25 dataset
Level of theory: the ωB97M-V functional and the def2-TZVPD basis

Last columns: bonded neighbours and bond lengths (Å).
Cartesian coordinates (Å):
1 O -1.75996 0.84345 -6.02658  C2 1.232
2 C -2.47506 0.88123 -5.02433  O1 1.232, C3 1.504, O6 1.329
3 C -2.68637 -0.20177 -4.00206  C2 1.504, C4 1.597, H7 1.090, H8 1.090
4 C -3.49661 0.63260 -2.90772  C3 1.597, C5 1.537, H9 1.090, H10 1.090
5 C -4.13082 1.78198 -3.70679  C4 1.537, O6 1.410, H11 1.090, H12 1.090
6 O -3.26314 1.92899 -4.80836  C2 1.329, C5 1.410
7 H -3.24660 -1.00826 -4.47516  C3 1.090
8 H -1.81284 -0.68657 -3.56614  C3 1.090
9 H -4.25768 0.03775 -2.40272  C4 1.090
10 H -2.82122 0.87134 -2.08616  C4 1.090
11 H -5.14965 1.55272 -4.01912  C5 1.090
12 H -4.19636 2.70653 -3.13319  C5 1.090
13 O 4.91295 1.52490 -1.35499  C14 1.196
14 C 4.82367 0.51847 -1.99548  O13 1.196, C15 1.552, O18 1.363
15 C 5.88868 0.04493 -3.02008  C14 1.552, C16 1.480, H19 1.090, H20 1.090
16 C 5.65966 -1.41565 -2.96326  C15 1.480, C17 1.526, H21 1.090, H22 1.090
17 C 4.17522 -1.60065 -2.66061  C16 1.526, O18 1.435, H23 1.090, H24 1.090
18 O 3.83869 -0.42027 -1.91626  C14 1.363, C17 1.435
19 H 5.67825 0.42004 -4.02163  C15 1.090
20 H 6.91741 0.28570 -2.75207  C15 1.090
21 H 5.91952 -1.84888 -3.92913  C16 1.090
22 H 6.26196 -1.84661 -2.16351  C16 1.090
23 H 3.57328 -1.71400 -3.56223  C17 1.090
24 H 4.03028 -2.49821 -2.05938  C17 1.090
25 O 5.04198 -5.07456 -1.33809  C26 1.245
26 C 4.52359 -4.82264 -0.23434  O25 1.245, C27 1.542, O30 1.358
27 C 4.82915 -3.67815 0.75207  C26 1.542, C28 1.511, H31 1.090, H32 1.090
28 C 3.64693 -3.63072 1.69136  C27 1.511, C29 1.526, H33 1.090, H34 1.090
29 C 3.18382 -5.08248 1.60392  C28 1.526, O30 1.465, H35 1.090, H36 1.090
30 O 3.62694 -5.66726 0.33616  C26 1.358, C29 1.465
31 H 5.72331 -4.04557 1.25562  C27 1.090
32 H 5.07336 -2.70956 0.31582  C27 1.090
33 H 3.85755 -3.42539 2.74093  C28 1.090
34 H 2.84918 -2.98605 1.32245  C28 1.090
35 H 3.53735 -5.60025 2.49557  C29 1.090
36 H 2.09644 -5.15420 1.62720  C29 1.090
37 O -0.99788 6.60157 -1.61069  C38 1.239
38 C -1.63653 5.62229 -1.20102  O37 1.239, C39 1.498, O42 1.304
39 C -3.08926 5.49506 -0.85974  C38 1.498, C40 1.500, H43 1.090, H44 1.090
40 C -3.05466 4.34253 0.09966  C39 1.500, C41 1.506, H45 1.090, H46 1.090
41 C -1.88673 3.54370 -0.41494  C40 1.506, O42 1.430, H47 1.090, H48 1.090
42 O -0.97391 4.56054 -0.83644  C38 1.304, C41 1.430
43 H -3.48463 6.34381 -0.30170  C39 1.090
44 H -3.70303 5.30715 -1.74070  C39 1.090
45 H -2.89602 4.65866 1.13067  C40 1.090
46 H -3.97095 3.75401 0.14604  C40 1.090
47 H -1.52582 2.96033 0.43212  C41 1.090
48 H -2.18989 2.97239 -1.29232  C41 1.090
49 O 1.97826 2.67327 4.52280  C50 1.245
50 C 0.75899 2.43714 4.60426  O49 1.245, C51 1.490, O54 1.364
51 C -0.32557 2.76153 3.63496  C50 1.490, C52 1.514, H55 1.090, H56 1.090
52 C -1.25573 1.58265 3.83133  C51 1.514, C53 1.518, H57 1.090, H58 1.090
53 C -1.09356 1.31852 5.31730  C52 1.518, O54 1.407, H59 1.090, H60 1.090
54 O 0.28386 1.53364 5.50880  C50 1.364, C53 1.407
55 H -0.77609 3.72746 3.86325  C51 1.090
56 H -0.07158 2.76817 2.57499  C51 1.090
57 H -2.29524 1.69750 3.52419  C52 1.090
58 H -0.95935 0.63551 3.38056  C52 1.090
59 H -1.73080 1.90855 5.97601  C53 1.090
60 H -1.30136 0.28989 5.61200  C53 1.090
61 O -0.88511 -2.14126 2.58086  C62 1.210
62 C -0.65774 -1.78187 1.44846  O61 1.210, C63 1.494, O66 1.380
63 C -1.39048 -0.74342 0.66362  C62 1.494, C64 1.527, H67 1.090, H68 1.090
64 C -0.82162 -0.88162 -0.74670  C63 1.527, C65 1.557, H69 1.090, H70 1.090
65 C 0.52697 -1.63880 -0.56683  C64 1.557, O66 1.480, H71 1.090, H72 1.090
66 O 0.34254 -2.37403 0.70379  C62 1.380, C65 1.480
67 H -2.46607 -0.76120 0.83937  C63 1.090
68 H -1.06309 0.20640 1.08645  C63 1.090
69 H -1.40890 -1.50663 -1.41941  C64 1.090
70 H -0.59983 0.10014 -1.16512  C64 1.090
71 H 0.55494 -2.29983 -1.43306  C65 1.090
72 H 1.39796 -0.98349 -0.56046  C65 1.090
73 Cl 2.86674 1.12615 -5.01204  C74 1.783
74 C 1.35463 0.21392 -5.25978  Cl73 1.783, Cl75 1.800, H76 1.090, H77 1.090
75 Cl 0.82449 -0.79955 -3.87014  C74 1.800
76 H 0.63722 0.96130 -5.59865  C74 1.090
77 H 1.49337 -0.46519 -6.10100  C74 1.090
78 Cl -4.00660 -0.71806 3.32961  C79 1.783
79 C -5.25544 0.55425 3.36937  Cl78 1.783, Cl80 1.742, H81 1.090, H82 1.090
80 Cl -5.34724 1.22786 4.97269  C79 1.742
81 H -5.07543 1.34942 2.64590  C79 1.090
82 H -6.22791 0.10391 3.17034  C79 1.090
83 Cl -0.95446 -2.43715 6.61123  C84 1.824
84 C -1.77356 -3.38339 5.28468  Cl83 1.824, Cl85 1.814, H86 1.090, H87 1.090
85 Cl -2.61712 -4.84265 5.95404  C84 1.814
86 H -2.46030 -2.76311 4.70871  C84 1.090
87 H -1.16333 -3.73085 4.45102  C84 1.090

Summary:
**Calculated total energy**: -128384.1075 eV
**Maximum force**: 5.2 eV/Å
**Molar mass**: 771.339 g/mol
**LUMO level**: -0.0168 Eh
**Highest occupied orbital energy**: -10.082 eV
**Orbital gap**: 0.354 hartree
**SMILES**: O=C1CCCO1.O=C1CCCO1.O=C1CCCO1.O=C1CCCO1.O=C1CCCO1.O=C1CCCO1.ClCCl.ClCCl.ClCCl